w:
Formula: C8H12N4
Source: the OMol25 dataset
Level of theory: ωB97M-V/def2-TZVPD

The geometry in XYZ format:
```
24
Properties=species:S:1:pos:R:3
C 1.4668 -1.0144 1.4336
C 0.5227 -1.9542 0.8168
C 0.8054 -3.1792 0.2151
N -0.4777 -3.8056 -0.0019
C -1.4792 -2.8818 0.3412
N -0.8850 -1.8209 0.8725
H 1.8579 -1.1554 2.3965
H 1.2768 -0.0781 1.2680
H 2.4237 -0.9367 0.9513
H 1.6929 -3.7476 -0.0317
H -0.3740 -4.7444 -0.2285
H -2.4749 -3.0302 0.1404
C -1.4067 0.7961 -0.6607
C -0.5918 1.9740 -0.7801
C 0.1892 2.6516 0.1951
N 0.7935 3.7138 -0.4383
C 0.1842 3.8513 -1.7095
N -0.6173 2.8634 -1.9610
H -1.8249 0.7563 0.3405
H -0.9061 -0.2102 -0.7108
H -2.3148 0.7135 -1.2498
H 0.4845 2.3713 1.2068
H 1.2144 4.5823 0.1379
H 0.4401 4.2851 -2.5434
```

Output
Charge = 0
SMILES = Cc1c[nH]cn1.Cc1c[nH]cn1
Orbital gap = 0.330 Ha
HOMO energy = -0.2963 Ha
E_LUMO = 0.924 eV

x:
Formula: C8H12N4
Source: the OMol25 dataset
Level of theory: ωB97M-V/def2-TZVPD

The geometry in XYZ format:
```
24
Properties=species:S:1:pos:R:3
C -1.2533 1.4159 -3.1547
C -0.3741 1.5671 -1.9452
C -0.8168 1.8472 -0.5997
N 0.3024 2.0567 0.0549
C 1.4940 1.7799 -0.7427
N 0.9731 1.4581 -1.9875
H -2.1598 0.8378 -2.8012
H -0.8185 0.7782 -3.9064
H -1.6716 2.3906 -3.5450
H -1.7292 1.9625 -0.0807
H 0.3683 2.1922 1.0560
H 2.3972 1.5772 -0.2675
C -2.0280 -2.1797 1.4557
C -0.6868 -1.7280 1.2861
C -0.0350 -0.8386 2.1830
N 1.3778 -0.9713 1.8702
C 1.4272 -1.9187 0.8383
N 0.2807 -2.3968 0.4730
H -2.8886 -1.4342 1.4822
H -2.2857 -2.8565 2.3684
H -2.2641 -2.9971 0.6128
H -0.3462 -0.2749 3.0339
H 2.0369 -0.6401 2.5497
H 2.4601 -2.2329 0.6998
```

Output
Charge = 0
SMILES = Cc1c[nH]cn1.Cc1c[nH]cn1
Orbital gap = 0.312 Ha
HOMO energy = -0.2914 Ha
E_LUMO = 0.559 eV

y:
Formula: C8H12N4
Source: the OMol25 dataset
Level of theory: ωB97M-V/def2-TZVPD

The geometry in XYZ format:
```
24
Properties=species:S:1:pos:R:3
C 3.5835 1.4217 -1.2140
C 2.1524 1.4817 -0.7974
C 1.1653 0.5383 -0.6393
N 0.0727 1.2483 -0.1997
C 0.4565 2.5464 -0.0081
N 1.7209 2.7047 -0.3298
H 3.7445 0.4225 -1.6388
H 4.4052 1.6015 -0.5380
H 3.5921 2.0767 -2.0940
H 1.1224 -0.5081 -0.8765
H -0.6968 0.9278 0.3699
H -0.2159 3.3002 0.3581
C -0.1293 -1.9792 1.5900
C -1.3011 -1.5442 0.7462
C -2.5785 -1.2470 1.1683
N -3.3124 -1.0299 0.0417
C -2.5209 -1.1987 -1.0471
N -1.3044 -1.5516 -0.6374
H -0.3688 -2.9285 2.0633
H -0.0218 -1.3144 2.4562
H 0.7403 -1.8175 0.9619
H -3.1364 -1.1155 2.0819
H -4.1824 -0.5218 0.1462
H -2.9871 -1.5132 -1.9636
```

Output
Charge = 0
SMILES = Cc1c[nH]cn1.Cc1c[nH]cn1
Orbital gap = 0.326 Ha
HOMO energy = -0.3043 Ha
E_LUMO = 0.580 eV

y takes first place; second place is 0.0468 hartree up.

w:
Formula: C9H16
Source: the OMol25 dataset
Level of theory: ωB97M-V/def2-TZVPD

The geometry in XYZ format:
```
25
Properties=species:S:1:pos:R:3
C -0.4583 -1.2505 2.1716
C -0.2210 -0.6854 1.1306
C -0.1709 -0.0890 -0.2109
C -0.0264 1.4202 0.0612
C 1.2800 1.8036 0.7256
C 1.0925 -0.6060 -1.0501
C 2.2479 -1.2557 -0.2882
C -1.4816 -0.5075 -0.8833
C -2.7279 0.0300 -0.1816
H -0.7252 -1.5933 3.1393
H -0.1654 1.9811 -0.9248
H -0.8561 1.6896 0.6871
H 1.4369 1.4021 1.7668
H 1.3485 2.8576 0.6771
H 2.0964 1.4762 0.0520
H 0.6852 -1.3603 -1.6883
H 1.3664 0.2502 -1.6601
H 3.0423 -1.3923 -1.0307
H 2.5300 -0.6937 0.5848
H 1.9185 -2.2474 0.0580
H -1.5300 -0.1361 -1.9614
H -1.4929 -1.6095 -1.0023
H -2.5497 1.0412 0.1581
H -3.5267 0.0712 -0.9434
H -3.1125 -0.5963 0.6129
```

Output
Charge = 0
SMILES = C#CC(CC)(CC)CC
Orbital gap = 0.397 Ha
HOMO energy = -0.3577 Ha
E_LUMO = 1.073 eV

x:
Formula: C9H16
Source: the OMol25 dataset
Level of theory: ωB97M-V/def2-TZVPD

The geometry in XYZ format:
```
25
Properties=species:S:1:pos:R:3
C -3.0917 0.9436 -0.0055
C -1.8157 1.8109 0.2085
C -0.5717 0.9966 0.1637
C -0.3055 -0.2888 -0.5552
C 1.0917 -0.2963 -1.4691
C 2.3682 -0.9828 -0.9396
C 2.4270 -0.8522 0.5645
C 1.0348 -0.9523 1.3647
C -0.2576 -0.3735 0.8397
H -4.1086 1.5352 -0.1416
H -3.5863 0.2111 0.7750
H -3.1494 0.2913 -0.9206
H -2.0124 2.4997 1.0614
H -1.8423 2.2098 -0.7132
H 0.3524 1.6257 0.4080
H -1.0626 -0.9554 -1.1624
H 0.7620 -0.7722 -2.4677
H 1.0091 0.8525 -1.8418
H 3.4070 -0.8455 -1.2537
H 2.3323 -2.0551 -1.1081
H 3.2700 -1.2987 1.3014
H 2.7606 0.2015 0.4599
H 1.1691 -0.5714 2.4351
H 0.9211 -2.0174 1.5100
H -1.1014 -0.9163 1.4866
```

Output
Charge = 0
SMILES = CC[C@@H]1[C@H]2CCCC[C@@H]12
Orbital gap = 0.370 Ha
HOMO energy = -0.3315 Ha
E_LUMO = 1.052 eV

w takes first place; second place is 0.0937 hartree up.

w:
Formula: C3H9NO3
Source: the OMol25 dataset
Level of theory: ωB97M-V/def2-TZVPD

The geometry in XYZ format:
```
16
Properties=species:S:1:pos:R:3
C -1.8726 0.0100 0.8567
C -1.4542 0.5438 -0.5786
O -2.2886 0.4583 -1.4831
N -0.3301 1.2311 -0.8352
C 0.8139 0.7620 -0.1483
O 1.4557 -0.3004 -0.7528
H -1.5433 0.6761 1.6429
H -1.6719 -0.9205 1.1902
H -2.9795 0.1217 1.0480
H -0.1624 1.6606 -1.7994
H 0.7472 0.2720 0.9594
H 1.5436 1.4963 -0.2313
H 1.6822 -0.2410 -1.6442
O 1.9449 -2.2820 0.7543
H 1.6849 -1.9680 -0.1041
H 2.4300 -1.5200 1.1256
```

Output
Charge = 0
SMILES = CC(=O)NCO.O
Orbital gap = 0.375 Ha
HOMO energy = -0.3610 Ha
E_LUMO = 0.382 eV

x:
Formula: C3H9NO3
Source: the OMol25 dataset
Level of theory: ωB97M-V/def2-TZVPD

The geometry in XYZ format:
```
16
Properties=species:S:1:pos:R:3
N -1.1095 1.2007 -1.4352
C -1.3399 0.6667 -0.0530
C -0.1280 -0.0560 0.5054
C -0.1578 -0.0800 2.0312
O 0.3339 -0.9241 2.7280
O -0.7711 0.9940 2.5769
H -0.3034 0.7640 -1.8680
H -0.9585 2.1909 -1.3986
H -1.8331 1.4547 0.4959
H -2.2142 0.0206 -0.1969
H 0.8233 0.3440 0.2094
H -0.1653 -1.1186 0.2626
H -1.0983 0.8452 3.4686
O 2.5945 -2.0784 -2.5403
H 3.3605 -1.8957 -3.0964
H 2.9669 -2.3280 -1.6896
```

Output
Charge = 0
SMILES = NCCC(=O)O.O
Orbital gap = 0.362 Ha
HOMO energy = -0.3376 Ha
E_LUMO = 0.650 eV

y:
Formula: C3H9NO3
Source: the OMol25 dataset
Level of theory: ωB97M-V/def2-TZVPD

The geometry in XYZ format:
```
16
Properties=species:S:1:pos:R:3
N 0.6902 -1.4151 1.0702
C 1.0232 -0.0710 1.0101
O 2.2094 0.2485 1.1057
C -0.0314 0.8358 0.3906
C 0.6191 1.5374 -0.8481
O -0.3579 2.1953 -1.7232
H 1.3846 -1.9544 1.6349
H -0.1025 -1.7377 0.6024
H -0.8828 0.1115 0.1401
H -0.3364 1.5951 1.0984
H 1.2872 2.2653 -0.3494
H 1.2770 1.0039 -1.4800
H -1.0830 2.5874 -1.1461
O -3.0751 -2.8188 -0.7146
H -3.0144 -2.9061 0.2246
H -3.2378 -1.8728 -0.8749
```

Output
Charge = 0
SMILES = NC(=O)CCO.O
Orbital gap = 0.377 Ha
HOMO energy = -0.3656 Ha
E_LUMO = 0.324 eV

x takes first place; second place is 0.0143 hartree up.

w:
Formula: C3H9NO3
Source: the OMol25 dataset
Level of theory: ωB97M-V/def2-TZVPD

The geometry in XYZ format:
```
16
Properties=species:S:1:pos:R:3
O 1.2865 1.4354 -2.2064
N 1.2325 1.0044 -1.0564
C 1.5981 -0.3904 -0.8435
O 1.8974 -0.6084 0.5052
H 2.4700 -0.6091 -1.4844
H 0.7756 -1.0612 -1.1156
H 2.4648 0.1129 0.7999
C -1.2667 -0.3858 1.4670
C -1.6613 -0.1459 0.0305
O -0.9843 0.8635 -0.6778
H -0.2460 -0.7663 1.5245
H -1.3243 0.5339 2.0513
H -1.9359 -1.1165 1.9181
H -1.7344 -1.0410 -0.5891
H -2.4594 0.6970 -0.1375
H -0.1124 1.4774 -0.1858
```

Output
Charge = 0
SMILES = O=NCO.CCO
Orbital gap (alpha / beta) = 0.307 / 0.307 Ha
HOMO energy (alpha / beta) = -0.3210 / -0.3210 Ha
E_LUMO (alpha / beta) = -0.388 / -0.389 eV

x:
Formula: C3H9NO3
Source: the OMol25 dataset
Level of theory: ωB97M-V/def2-TZVPD

The geometry in XYZ format:
```
16
Properties=species:S:1:pos:R:3
O 1.5772 0.6419 0.5721
C 0.3836 0.9335 0.4157
C -0.5454 -0.2180 -0.0655
N -1.6316 -0.0039 -1.0059
C -2.8818 -0.7942 -0.6726
O -3.4150 -0.3594 0.6251
H -0.1266 1.8956 0.1840
H -0.9159 -0.3885 0.9533
H 0.0594 -1.0957 -0.4896
H -1.3779 0.1152 -2.0749
H -3.5283 -0.5848 -1.5391
H -3.0440 -1.8548 -0.6897
H -3.0826 0.5271 0.7153
O 5.7242 -0.1052 0.1844
H 5.6861 0.8279 0.3123
H 4.9207 -0.3605 0.5504
```

Output
Charge = 0
SMILES = O=CCNCO.O
Orbital gap = 0.370 Ha
HOMO energy = -0.3535 Ha
E_LUMO = 0.451 eV

x takes first place; second place is 0.1095 hartree up.

w:
Formula: C26H43Cl3N3O3SiSm
Source: the OMol25 dataset
Level of theory: ωB97M-V/def2-TZVPD

The geometry in XYZ format:
```
80
Properties=species:S:1:pos:R:3
C -1.5337 -2.4014 -4.0673
C -1.0690 -3.1358 -2.8566
H -1.6870 -3.0722 -4.9229
H -0.8012 -1.6276 -4.3505
H -2.4765 -1.8760 -3.8571
C -0.4351 -4.3253 -2.9316
C -0.1759 -5.0831 -4.1864
H -0.1072 -4.8443 -2.0374
H -0.0368 -4.4198 -5.0478
H -0.9679 -5.8089 -4.4345
H 0.7480 -5.6662 -4.0679
Sm 0.1766 0.9281 -1.1371
Cl -2.3850 1.4881 -0.4905
Cl 2.4128 2.0464 -2.0289
H 0.9135 5.0270 3.4080
H -1.1373 6.0881 2.7433
C 1.1315 4.6662 2.3976
C -0.9576 5.8019 1.6995
N -0.1207 4.6070 1.6541
H 1.5861 3.6743 2.4359
C -0.3863 3.6064 0.8200
O 0.3839 2.6394 0.6033
H -1.9114 5.6030 1.2016
H -1.3696 3.6822 0.3272
H 1.8203 5.3780 1.9249
H -0.4568 6.6477 1.2045
H 1.3296 -1.5336 -3.1778
H 2.5627 -4.2418 -1.9303
C 2.4166 -1.4704 -3.0374
C 3.3615 -3.4777 -1.8954
N 2.8083 -2.1299 -1.7909
H 2.7272 -0.4216 -3.0304
C 2.6793 -1.5509 -0.5868
O 2.0626 -0.4836 -0.3870
H 3.9959 -3.6760 -1.0229
H 3.1512 -2.1187 0.2458
H 2.9097 -2.0049 -3.8563
H 3.9606 -3.5589 -2.8158
O -0.5221 -1.2378 -1.5547
C -1.2740 -2.4001 -1.5516
C 0.2273 -3.6900 0.0258
C -1.0521 -3.2625 -0.3170
H 1.0675 -3.3492 -0.5943
C 0.4263 -4.5725 1.0973
H -2.3317 -2.0988 -1.5394
C -2.1474 -3.7064 0.4233
H 1.4399 -4.8854 1.3602
C -0.6839 -5.0599 1.7961
C -1.9744 -4.6160 1.4694
H -3.1398 -3.3394 0.1418
H -0.5464 -5.7773 2.6069
H -2.8459 -4.9854 2.0180
Si -0.5563 3.7514 -4.1198
Cl -0.6113 1.5625 -3.7280
C 1.1889 4.3900 -3.9880
C -1.7257 4.5380 -2.9071
C -1.0627 4.0925 -5.8850
H 1.7782 3.8633 -3.2217
H 1.1522 5.4549 -3.7187
H 1.7125 4.2886 -4.9501
H -0.2926 3.7041 -6.5654
H -1.1227 5.1813 -6.0430
H -2.0427 3.6620 -6.1305
H -1.7476 3.9951 -1.9549
H -2.7557 4.5708 -3.2907
H -1.4022 5.5715 -2.7148
N 0.1287 -0.6338 1.4605
C -0.2677 -0.6812 2.8033
C 0.2706 -1.6075 3.7251
C -0.1434 -1.5680 5.0576
C -1.0737 -0.6128 5.4824
C -1.6177 0.2911 4.5642
C -1.2275 0.2542 3.2267
H -0.2964 -1.3465 0.8633
H 1.1364 -0.6423 1.2979
H 0.9866 -2.3490 3.3635
H 0.2735 -2.2824 5.7712
H -1.3766 -0.5753 6.5336
H -2.3497 1.0335 4.8775
H -1.6309 0.9191 2.4617
```

Output
Charge = 0
Orbital gap (alpha / beta) = 0.315 / 0.321 Ha
Multiplicity = 6
HOMO energy (alpha / beta) = -0.3030 / -0.3037 Ha
E_LUMO (alpha / beta) = 0.327 / 0.459 eV

x:
Formula: C26H43Cl3N3O3SiSm
Source: the OMol25 dataset
Level of theory: ωB97M-V/def2-TZVPD

The geometry in XYZ format:
```
80
Properties=species:S:1:pos:R:3
C 1.5659 -1.2072 -4.7058
C 1.1144 0.1674 -4.3298
H 1.7452 -1.2672 -5.7819
H 0.8187 -1.9649 -4.4315
H 2.4968 -1.4519 -4.1817
C 0.5349 1.0214 -5.1918
C 0.2441 0.7210 -6.6233
H 0.3141 2.0507 -4.8995
H 0.0491 -0.3435 -6.8156
H 1.0562 1.0521 -7.2873
H -0.6404 1.2955 -6.9203
Sm -0.1284 -0.9933 0.0695
Cl 2.3354 -1.2456 0.9830
Cl -2.3691 -2.5022 0.3010
C 0.8775 2.2467 0.8088
O 0.1107 1.2545 0.8434
N 0.4390 3.4911 0.9998
C -0.9851 3.6996 1.2573
C 1.2903 4.6728 0.9652
H 1.9565 2.1211 0.6235
H -1.4627 2.7223 1.3710
H -1.4512 4.2413 0.4199
H -1.1049 4.3032 2.1681
H 2.3141 4.3813 0.7129
H 1.2761 5.1761 1.9431
H 0.9281 5.3860 0.2119
H -1.2824 -0.9928 -3.3786
H -2.5335 1.5440 -4.3195
C -2.3008 -1.0356 -2.9652
C -3.3313 1.0945 -3.7051
N -2.7640 0.3037 -2.6188
H -2.3137 -1.6930 -2.0854
C -2.7380 0.8233 -1.3716
O -2.0943 0.3579 -0.4167
H -3.9348 1.8997 -3.2641
H -3.3348 1.7532 -1.2702
H -2.9706 -1.4343 -3.7363
H -3.9525 0.4498 -4.3366
O 0.5896 -0.3003 -2.0552
C 1.3401 0.5138 -2.8600
C -0.1604 2.5320 -2.5914
C 1.1279 2.0145 -2.5891
H -0.9866 1.8186 -2.7254
C -0.3748 3.9125 -2.5102
H 2.4023 0.3093 -2.6358
C 2.2233 2.8732 -2.4789
H -1.3965 4.2997 -2.4886
C 0.7251 4.7770 -2.4647
C 2.0228 4.2562 -2.4593
H 3.2291 2.4452 -2.4623
H 0.5677 5.8605 -2.4189
H 2.8840 4.9280 -2.4215
Si 0.4771 -5.1524 -0.5455
Cl 0.4795 -3.1972 -1.5443
C -1.2632 -5.6868 -0.1672
C 1.5718 -4.9704 0.9492
C 1.2169 -6.3664 -1.7624
H -1.9752 -4.8515 -0.1994
H -1.3053 -6.1233 0.8398
H -1.5681 -6.4604 -0.8855
H 0.5197 -6.5744 -2.5832
H 1.4197 -7.3173 -1.2450
H 2.1624 -5.9974 -2.1819
H 1.5744 -3.9574 1.3707
H 2.6029 -5.2111 0.6501
H 1.2655 -5.6866 1.7259
C -0.7212 -1.7321 7.0424
C -0.5547 -1.6223 5.5541
C 0.2619 -0.6345 4.9938
C 0.3579 -0.5464 3.6025
N -0.3246 -1.3442 2.7603
C -1.0518 -2.3282 3.3084
C -1.2206 -2.4918 4.6869
H 0.2505 -1.8218 7.5461
H -1.2206 -0.8392 7.4428
H -1.3277 -2.6087 7.2859
H 0.8192 0.0712 5.6091
H 1.0297 0.1669 3.1308
H -1.5501 -2.9891 2.6032
H -1.8785 -3.2786 5.0511
```

Output
Charge = 0
Orbital gap (alpha / beta) = 0.314 / 0.315 Ha
Multiplicity = 6
HOMO energy (alpha / beta) = -0.2967 / -0.2976 Ha
E_LUMO (alpha / beta) = 0.459 / 0.460 eV

x takes first place; second place is 0.0148 hartree up.

w:
Formula: C5H11O2
Source: the OMol25 dataset
Level of theory: ωB97M-V/def2-TZVPD

The geometry in XYZ format:
```
18
Properties=species:S:1:pos:R:3
C 1.6187 1.7128 -0.5361
C 2.8019 1.6677 0.6864
O 2.4033 1.6144 1.8448
O 3.9130 1.7702 0.1357
H 2.0043 0.9390 -1.1772
H 1.7622 2.7309 -0.8977
H 0.5849 1.7339 -0.2096
C -1.4450 -0.5377 -0.3240
C -0.3489 -0.9687 0.6815
C -2.4539 -1.6777 -0.4064
H -1.0343 -0.1231 -1.2474
H -1.8407 0.3901 0.0915
H -0.5645 -1.0137 1.7409
H 0.1112 -1.9148 0.3991
H -3.0821 -1.6986 -1.3119
H -2.9626 -1.7423 0.5555
H 0.4871 -0.2518 0.5678
H -1.9545 -2.6307 -0.5930
```

Output
Charge = -1
Orbital gap = 0.256 Ha
HOMO energy = -0.1305 Ha
E_LUMO = 3.419 eV

x:
Formula: C5H11O2
Source: the OMol25 dataset
Level of theory: ωB97M-V/def2-TZVPD

The geometry in XYZ format:
```
18
Properties=species:S:1:pos:R:3
C 0.3422 1.8747 0.1774
C 0.2941 1.6545 -1.3341
C 1.3796 0.9671 0.8746
H 0.5010 2.9193 0.4667
H -0.6403 1.5907 0.5506
H -0.2885 2.4244 -1.8568
H -0.1970 0.6906 -1.4776
H 0.8771 0.5071 1.7223
H 1.7660 0.2104 0.2013
H 1.2985 1.6117 -1.7696
H 2.2811 1.4993 1.2119
C -1.2339 -2.7741 -0.2624
C -0.9176 -1.6593 0.7758
O 0.0679 -1.8267 1.5188
O -1.6991 -0.6680 0.7454
H -2.2322 -2.6009 -0.6436
H -1.0819 -3.7604 0.1743
H -0.5172 -2.6604 -1.0749
```

Output
Charge = -1
Orbital gap = 0.299 Ha
HOMO energy = -0.1462 Ha
E_LUMO = 4.159 eV

y:
Formula: C5H11O2
Source: the OMol25 dataset
Level of theory: ωB97M-V/def2-TZVPD

The geometry in XYZ format:
```
18
Properties=species:S:1:pos:R:3
C 2.3207 -1.1736 1.8521
C 1.0507 -0.1725 1.8369
O 1.2160 1.0317 2.1541
O 0.0675 -0.7597 1.3246
H 1.8026 -2.1351 1.9978
H 2.9460 -0.8772 2.6784
H 2.7270 -1.0930 0.8462
C -1.3002 0.8726 -0.7763
C -0.3649 1.3066 -1.8976
C -1.7413 -0.6354 -0.8266
H -0.6739 0.8521 0.1532
H -2.1503 1.5284 -0.4852
H -0.8832 1.2322 -2.8694
H 0.5412 0.7392 -1.8073
H -1.5003 -1.1399 0.0983
H -2.7757 -0.6898 -1.1431
H -0.1557 2.3599 -1.6459
H -1.1262 -1.2462 -1.4903
```

Output
Charge = -1
Orbital gap = 0.298 Ha
HOMO energy = -0.1457 Ha
E_LUMO = 4.145 eV

x takes first place; second place is 0.0213 hartree up.